# 1
{"formula": "C35H32DyN5O5", "method": "the ωB97M-V functional and the def2-TZVPD basis", "species": ["C", "N", "C", "C", "C", "H", "C", "H", "C", "C", "H", "N", "O", "C", "H", "C", "C", "C", "C", "H", "H", "C", "O", "C", "H", "H", "H", "N", "H", "C", "H", "H", "H", "C", "C", "H", "H", "H", "C", "H", "C", "O", "C", "C", "H", "C", "H", "H", "H", "C", "C", "C", "Dy", "H", "C", "C", "H", "C", "C", "H", "O", "H", "C", "N", "H", "C", "C", "H", "H", "C", "H", "N", "O", "H", "C", "H", "C", "H"], "positions_angstrom": [[-5.217, -2.672, 2.334], [-0.806, 1.500, 1.461], [-2.783, -1.349, 2.154], [1.305, 1.345, 7.196], [3.165, 1.315, -0.151], [-2.276, 5.166, -0.702], [-4.283, -3.084, 1.397], [-2.338, -2.715, 0.574], [1.396, -3.566, 3.078], [-1.519, 3.463, 0.313], [-2.812, 7.070, -0.202], [-0.202, -0.703, 4.481], [3.655, 1.297, 3.959], [2.380, 0.798, 2.051], [1.808, 3.315, 5.463], [-3.081, -2.416, 1.309], [0.759, 0.984, 5.967], [0.774, 3.221, 5.126], [-0.426, -2.094, 3.888], [-5.676, -1.329, 3.917], [-1.409, -2.472, 4.198], [2.171, 0.729, 0.656], [-3.374, 0.049, 3.997], [-4.939, -1.622, 3.188], [-4.502, -3.906, 0.735], [-5.165, 1.071, 3.742], [-3.991, 1.753, 4.886], [0.403, -2.127, 1.428], [-1.143, -0.310, 4.642], [4.506, 1.928, 1.756], [5.715, 1.031, 4.127], [0.589, -2.369, 6.501], [-6.171, -3.168, 2.404], [-2.175, 4.674, 0.256], [4.295, 1.905, 0.387], [-1.754, 2.874, 3.649], [0.678, 3.653, 4.132], [5.111, 2.658, 4.562], [0.237, -0.153, 3.116], [0.615, -3.691, 5.019], [-3.578, 6.455, 1.469], [-3.477, 7.314, 0.454], [0.826, -1.335, 6.668], [-0.323, -1.505, 2.463], [4.774, 1.264, 5.620], [4.896, 1.588, 4.587], [1.617, -1.708, 8.613], [-1.686, 0.990, 3.279], [-1.081, 3.013, -0.586], [3.559, 1.368, 2.597], [-2.737, 5.214, 1.413], [1.389, -0.958, 7.875], [-0.015, -0.029, 0.022], [-4.941, 0.324, 5.348], [-3.713, -0.963, 3.131], [-1.401, 2.754, 1.518], [5.025, 2.353, -0.268], [-1.024, 0.592, 2.505], [-1.894, 3.345, 2.688], [2.020, 0.683, 9.091], [0.398, 1.854, 4.991], [0.109, 3.742, 5.819], [0.534, -0.382, 5.709], [-1.486, -0.759, 1.954], [3.061, 1.304, -1.230], [-2.567, 4.543, 2.621], [1.620, 0.381, 8.137], [2.095, -4.371, 3.236], [1.869, -3.467, 0.957], [-4.443, 0.833, 4.523], [1.452, 2.384, 7.438], [1.559, 0.219, 3.057], [-4.315, 6.656, 2.393], [2.047, 0.269, 3.952], [0.612, -3.149, 4.088], [5.403, 2.377, 2.151], [1.270, -3.042, 1.752], [-2.991, 4.996, 3.504]], "mulliken_charge": [-0.643, 0.447, 0.477, -0.687, -0.544, 0.259, -1.063, 0.401, -0.675, -1.059, 0.296, 0.341, -0.354, -0.400, 0.497, -0.590, 0.549, -1.225, 0.350, 0.463, 0.267, 0.398, -0.463, -0.515, 0.441, 0.439, 0.304, -0.173, 1.076, -0.470, 0.452, 0.411, 0.449, -1.013, -0.913, 0.568, 0.357, 0.360, 0.099, 0.700, 0.595, -0.462, -1.082, 0.357, 0.272, -1.071, 0.464, -0.202, 0.173, 0.413, 0.689, -1.089, 1.741, 0.346, 0.542, 0.725, 0.442, -2.165, 0.242, 0.500, 0.157, 0.284, 1.081, 0.760, 0.401, -1.232, -0.920, 0.525, 0.555, -1.065, 0.577, 0.457, -0.539, 0.696, -1.219, 0.521, -0.607, 0.528], "de_lowest_ev": 6.280, "charge": 2, "gap_ev": [4.84, 5.81], "spin_multiplicity": 6, "e_tot_ha": -2887.28418, "homo_ev": [-12.49, -12.53], "s2": 9.34}

# 2
{"formula": "C35H32FN2O2PtTe", "method": "the ωB97M-V functional and the def2-TZVPD basis", "species": ["C", "H", "H", "C", "C", "H", "C", "H", "H", "H", "N", "H", "H", "C", "H", "C", "C", "H", "H", "C", "C", "O", "C", "H", "H", "C", "C", "C", "C", "C", "C", "H", "C", "C", "N", "Te", "C", "C", "Pt", "H", "C", "O", "H", "H", "H", "H", "C", "H", "F", "H", "C", "H", "H", "C", "H", "H", "C", "H", "C", "C", "C", "C", "C", "C", "C", "H", "H", "H", "C", "H", "H", "C", "C", "H"], "positions_angstrom": [[1.417, 1.782, -2.836], [0.183, -1.689, 3.817], [-2.010, -1.483, -3.316], [2.357, 0.810, 2.014], [2.773, 0.250, -0.662], [-3.347, -1.429, -4.469], [-0.241, 0.334, 3.244], [-0.921, 0.992, 6.975], [-3.569, -2.213, -2.915], [4.923, 0.949, 3.213], [-1.016, -0.279, 1.061], [4.477, 2.571, 2.708], [0.269, 2.541, -5.930], [1.223, -3.036, -0.555], [-2.422, -0.362, 2.643], [-4.703, 0.581, -3.198], [-0.719, 0.809, 5.928], [-0.782, -4.036, 2.011], [-1.089, 2.843, 5.344], [0.115, -3.796, 1.457], [1.523, 0.058, -0.117], [0.576, -0.482, -0.922], [2.453, -3.350, 0.007], [-0.263, -1.267, 6.221], [2.180, 1.023, 3.062], [2.519, -3.852, 1.299], [-3.567, 1.945, -1.798], [-3.156, 3.146, -1.002], [-2.354, -0.572, 1.580], [-4.712, 1.834, -2.539], [-2.691, -2.022, 1.256], [3.481, -4.059, 1.751], [4.735, 1.577, 2.340], [-3.088, -1.368, -3.413], [-2.833, 0.762, -1.959], [-1.768, -2.551, -0.588], [2.378, 0.320, -4.489], [0.065, -3.201, 0.200], [-1.262, 0.160, -0.923], [-2.322, -2.714, 2.008], [1.352, -4.115, 2.005], [3.777, -0.934, -2.428], [3.046, -0.500, -4.724], [-0.662, 2.415, 2.935], [-3.190, 4.028, -1.643], [-3.870, 3.324, -0.194], [-0.359, -0.463, 5.503], [4.793, 0.832, -0.305], [-0.661, 1.906, -0.391], [-3.763, -2.172, 1.147], [3.814, 0.698, 0.143], [0.069, 3.274, -3.571], [5.661, 1.656, 1.773], [-3.559, -0.061, -2.855], [1.346, 2.133, -1.814], [1.786, 0.676, -6.518], [-0.588, 1.614, 3.662], [3.353, -3.201, -0.577], [-0.013, 0.105, 1.787], [-0.116, -0.704, 4.158], [0.829, 2.033, -5.154], [2.996, -0.062, -2.120], [-0.825, 1.848, 5.010], [2.241, 0.710, -3.162], [1.300, 0.330, 1.225], [-3.069, 0.067, 1.062], [-5.466, 2.604, -2.602], [-5.450, 0.182, -3.868], [1.676, 0.980, -5.485], [1.398, -4.586, 2.979], [1.183, -2.645, -1.562], [0.707, 2.438, -3.831], [3.620, 1.012, 1.489], [-2.166, 3.050, -0.586]], "mulliken_charge": [-0.059, 0.512, 0.248, -0.689, 1.519, 0.441, -1.861, 0.408, 0.275, 0.351, 0.681, 0.348, 0.428, -0.500, 0.530, -0.740, -0.483, 0.431, 0.427, -0.532, 0.005, -0.834, -0.275, 0.441, 0.612, -0.671, 0.423, -1.361, -0.411, -0.744, -1.102, 0.450, -1.659, -1.539, 0.845, 0.349, -0.592, 0.382, 0.183, 0.315, -0.540, -0.633, 0.509, 0.552, 0.416, 0.339, -0.771, 0.438, -0.630, 0.572, -0.135, 0.452, 0.416, 0.663, 0.398, 0.427, 0.157, 0.450, 1.263, 0.165, -0.486, -0.969, -0.851, 0.530, 0.771, 0.286, 0.524, 0.514, -0.631, 0.453, 0.447, -0.683, -0.076, 0.107], "charge": 1, "gap_ev": 5.21, "spin_multiplicity": 1, "e_tot_ha": -2099.80087, "homo_ev": -10.39}

# 3
{"formula": "C35H32FN3O3PRe", "method": "the ωB97M-V functional and the def2-TZVPD basis", "species": ["C", "H", "C", "C", "C", "H", "H", "H", "C", "C", "C", "C", "C", "C", "C", "Re", "H", "C", "C", "N", "H", "C", "O", "C", "N", "H", "H", "C", "H", "H", "H", "H", "H", "C", "H", "H", "C", "C", "C", "C", "H", "F", "P", "C", "C", "H", "H", "C", "O", "C", "C", "H", "H", "C", "H", "H", "H", "H", "C", "N", "H", "C", "O", "C", "C", "H", "H", "H", "H", "H", "H", "C", "C", "C", "C", "H"], "positions_angstrom": [[2.130, 0.085, -1.616], [-7.099, -0.414, -0.067], [-5.905, 0.640, 3.755], [0.427, -0.028, 1.683], [4.240, -0.629, 0.048], [-7.730, -0.794, -4.277], [6.702, -0.037, -0.036], [-6.009, -2.717, 3.287], [1.887, -0.074, -0.241], [-5.082, 0.053, 1.582], [-5.371, 1.026, 2.537], [-5.306, -1.301, 1.847], [-5.832, -1.673, 3.072], [1.525, -0.377, 2.449], [-5.762, -0.173, -3.697], [-2.193, 1.112, -0.049], [7.701, -2.200, -0.306], [7.474, -1.195, -3.496], [0.590, 0.141, 0.316], [2.734, -0.594, 1.949], [-6.117, 2.680, -0.442], [-6.726, -0.351, -1.080], [-0.381, 0.511, -0.493], [-7.558, -0.647, -2.148], [7.854, -2.155, -2.407], [7.569, -1.699, -4.455], [8.962, -1.120, -0.928], [2.964, -0.435, 0.588], [-3.895, 0.414, -2.832], [3.927, -3.034, 2.162], [-6.141, 1.389, 4.499], [8.746, -2.606, -2.622], [4.500, -0.093, 3.006], [-4.983, 4.497, -0.438], [8.200, -0.386, -3.461], [-1.619, 4.815, -0.016], [4.394, -2.323, 2.830], [4.492, -0.457, -1.308], [-2.729, 2.967, 0.018], [-6.134, -0.703, 4.021], [1.405, -0.484, 3.519], [3.564, 0.111, -3.427], [-4.350, 0.466, 0.017], [7.936, -1.457, -1.065], [-5.406, 0.038, -1.332], [5.032, -0.945, 0.707], [4.073, -1.632, 4.928], [-0.864, 0.121, 2.417], [-1.966, 0.215, 1.660], [3.379, -0.096, -2.116], [6.953, -0.287, -1.062], [-5.184, 2.075, 2.342], [2.592, -2.292, 4.105], [3.577, -1.860, 3.997], [7.156, -2.900, -2.361], [-5.855, 5.111, -0.619], [7.418, 0.606, -1.490], [5.345, -1.424, -3.728], [-5.139, 3.133, -0.344], [5.766, -0.643, -1.829], [-5.077, -2.059, 1.107], [-3.998, 2.342, -0.116], [-0.919, 0.078, 3.610], [-7.077, -0.559, -3.448], [3.832, -0.931, 2.853], [-3.630, 6.176, -0.420], [1.333, 0.376, -2.286], [-5.400, -0.111, -4.713], [5.924, 0.240, -3.780], [-6.549, -0.998, 4.975], [5.462, -2.436, 2.955], [-3.721, 5.103, -0.318], [-2.592, 4.351, -0.095], [6.037, -0.720, -3.271], [-4.921, 0.121, -2.642], [-8.581, -0.944, -1.965]], "mulliken_charge": [-0.696, 0.394, -0.811, -0.351, -0.866, 0.424, 0.461, 0.436, 0.891, 0.657, -0.304, -0.393, -0.773, -0.434, -0.770, 1.457, 0.436, -0.844, 1.866, 0.243, 0.525, -0.212, -1.355, -0.762, -0.126, 0.409, 0.388, -0.315, 0.259, 0.238, 0.446, 0.361, 0.442, -0.717, 0.375, 0.489, -0.400, -0.737, 0.231, -0.470, 0.827, -0.323, 1.009, -0.739, 0.466, 0.771, 0.265, 0.101, -0.519, 0.275, -0.723, 0.389, 0.369, -1.016, 0.385, 0.464, 0.328, 0.530, -0.337, 0.186, 0.480, 0.163, -0.574, -0.445, -0.315, 0.440, 0.592, 0.429, 0.389, 0.432, 0.318, -0.565, -0.555, -0.674, -0.354, 0.444], "de_lowest_ev": 0.082, "charge": 3, "gap_ev": [7.28, 7.45], "spin_multiplicity": 2, "e_tot_ha": -2261.47872, "homo_ev": [-15.63, -15.73], "s2": 0.76}

# 4
{"formula": "C35H33BrClN7O11STl", "method": "the ωB97M-V functional and the def2-TZVPD basis", "species": ["H", "C", "C", "H", "H", "H", "H", "C", "H", "C", "H", "C", "H", "H", "C", "H", "O", "O", "C", "H", "Tl", "H", "H", "C", "C", "O", "H", "H", "C", "H", "H", "O", "H", "C", "O", "C", "N", "O", "C", "C", "N", "H", "C", "N", "Br", "C", "C", "H", "H", "H", "O", "C", "H", "H", "O", "C", "O", "C", "N", "C", "C", "C", "N", "C", "C", "C", "C", "O", "N", "H", "C", "H", "C", "H", "C", "H", "C", "Cl", "H", "N", "H", "C", "C", "H", "H", "S", "H", "C", "C", "O"], "positions_angstrom": [[-0.416, -1.178, 1.869], [-2.566, 3.681, 0.612], [-1.285, 4.264, 1.211], [-4.715, -1.027, 1.233], [-1.450, 5.308, 1.451], [2.318, -3.416, -1.324], [-8.275, -4.895, 1.219], [1.881, -2.128, -2.976], [2.450, -2.702, -3.695], [-4.720, -3.238, -0.727], [-4.210, 0.660, 0.962], [3.794, 0.503, -3.604], [-2.788, -1.236, 4.129], [-0.452, 4.145, 0.523], [5.804, -1.267, -2.824], [-3.570, -3.818, 2.400], [-2.628, 2.404, 0.421], [-1.252, 1.354, -1.950], [3.749, 4.346, 2.232], [5.258, -2.380, -4.581], [-1.109, 0.873, 0.178], [-1.192, 1.917, -4.463], [0.320, 0.841, -6.117], [5.529, -0.133, -2.082], [-6.268, -4.638, 0.491], [1.854, 2.194, -1.583], [0.971, -2.081, 0.258], [-8.021, -5.494, -0.419], [4.720, 4.762, 0.046], [-5.684, -5.118, 2.498], [-1.424, -0.011, 5.352], [-2.608, 0.709, 2.983], [3.708, 3.807, -1.594], [-5.903, -3.956, -0.667], [-1.580, -2.631, 1.425], [-0.498, 0.771, -2.813], [5.741, 5.773, 2.041], [-1.808, -2.560, -1.019], [-0.518, 1.127, -4.158], [1.811, -2.527, -1.673], [2.134, -0.867, -5.744], [3.003, 1.192, -3.868], [-3.872, -0.334, 1.250], [0.027, -0.256, 1.930], [6.517, 0.215, -0.497], [0.379, -0.326, -2.440], [1.230, -0.457, -4.722], [3.772, 4.520, 3.297], [0.894, -0.991, 5.043], [-4.427, -2.714, -1.628], [-3.462, 4.458, 0.338], [5.060, -1.510, -3.968], [0.104, -1.972, 3.814], [-7.406, -6.404, 0.964], [-3.502, -1.282, 3.435], [1.737, 2.450, -0.392], [6.550, 6.313, 1.310], [3.746, 3.961, -0.524], [-2.835, -0.725, 0.283], [-3.891, -3.197, 0.384], [0.205, 0.142, 3.345], [4.705, 4.931, 1.420], [0.361, -0.713, -1.146], [4.031, -0.654, -4.342], [0.325, 0.515, -5.083], [-4.231, -3.870, 1.546], [2.782, 3.345, 0.266], [0.817, 2.068, 0.417], [-1.235, -0.966, 5.063], [1.197, 0.583, 3.439], [-7.562, -5.401, 0.564], [6.588, -1.946, -2.519], [0.054, -1.017, 4.342], [0.935, -0.302, 1.479], [1.048, -1.765, -0.776], [5.480, 5.247, -0.547], [2.780, 3.552, 1.642], [-0.810, 3.444, 2.733], [2.000, 3.095, 2.234], [3.358, -0.998, -5.566], [4.325, 1.635, -1.876], [1.192, -0.971, -3.396], [4.544, 0.760, -2.469], [-0.519, 0.915, 3.580], [-1.180, -1.529, 5.904], [-2.391, -2.257, 0.262], [-6.551, -3.993, -1.534], [-3.292, -0.230, 2.644], [-5.415, -4.588, 1.591], [5.733, 5.888, 3.252]], "mulliken_charge": [-0.029, 0.237, 0.279, 0.634, 0.484, 0.477, 0.295, -0.681, 0.618, -0.518, 0.424, -0.003, 0.577, -0.247, -0.566, 0.445, -0.664, -0.893, -0.594, 0.460, 2.579, 0.503, 0.383, -0.046, 1.208, -0.620, 0.508, 0.340, -0.717, 0.364, 0.264, -0.467, 0.559, -0.873, -0.922, 0.906, 1.017, -0.711, -0.871, -1.878, -0.577, 0.401, -1.048, 0.054, -0.224, 0.009, -0.083, 0.500, 0.442, 0.497, -0.709, -0.162, 0.318, 0.357, -0.480, -0.521, -0.628, -0.273, -0.558, -0.809, -0.002, -0.060, 1.006, -0.283, -0.421, 0.015, 0.623, -0.382, -0.527, 0.282, -1.445, 0.417, -1.038, 0.230, -0.310, 0.486, 0.031, -0.198, 0.234, -0.494, 0.222, 0.555, 0.198, -0.104, 0.243, 1.766, 0.293, 0.447, -0.919, -0.628], "de_lowest_ev": 0.494, "charge": -1, "gap_ev": 6.34, "spin_multiplicity": 1, "e_tot_ha": -6169.39591, "homo_ev": -4.93}